(1)
Here is an isolated molecule of C17H20BNO4 in a non-equilibrium geometry from the Open Molecules 2025 dataset. Energies are from the ωB97M-V functional and the def2-TZVPD basis.

XYZ file:
```
43
Properties=species:S:1:pos:R:3:forces:R:3:lowdin_charge:R:1
O 1.0525 -0.1906 0.7569 -0.4225 0.5060 0.7574 0.066
O -1.6901 0.5173 4.5362 -0.0140 0.7852 0.7819 0.203
O -3.0418 -0.5245 2.8359 -1.7866 -0.0588 4.1062 0.146
O 0.3494 -0.5114 -2.0061 -1.6506 -0.2227 0.5517 0.022
B -2.0294 0.3073 3.2451 0.2637 -0.3593 -1.0627 -0.671
C -0.0702 -0.5271 0.4155 -0.4203 1.0750 -0.5329 -0.424
C 1.3899 -5.0415 0.0286 -2.0830 0.6873 -1.2850 -0.062
C 0.1458 -4.8948 -0.6847 0.9176 -0.9748 0.6749 -0.062
C 2.1331 -3.9038 0.2829 -0.7068 -0.3039 -0.3326 -0.072
C -0.3315 2.8247 -2.0626 -0.5903 -0.4589 -0.4031 -0.073
C 1.6293 3.0564 -0.7554 0.9484 -0.5426 -0.6516 -0.042
C -1.0385 2.5030 -0.9182 -1.5879 -0.1461 -1.3126 -0.046
C 0.9587 2.7451 0.3886 -0.1801 -0.1454 0.0957 -0.044
C -0.3782 -3.6719 -1.0364 -1.0830 -1.6002 -0.1735 -0.064
C 1.5834 -2.7125 -0.1435 0.8530 1.1526 0.8074 -0.027
C 1.0244 2.9326 -2.0117 1.2028 0.8879 -1.3109 -0.266
C -0.3842 2.4020 0.2757 -0.0441 0.3216 2.1816 -0.249
C 0.3435 -2.5821 -0.7584 1.2270 1.6542 0.9251 -0.193
N -1.2219 -0.2480 1.0927 0.8768 0.0197 -0.6819 0.127
C 1.6969 2.9997 -3.3967 1.4123 -0.7212 -0.2459 -0.056
C -1.1939 2.1341 1.5401 0.0285 0.2087 -1.5042 -0.077
C -1.0640 0.7473 2.1103 -0.1941 -0.4090 1.2589 -0.211
C -0.2381 -1.2086 -0.8789 -0.0539 -0.8265 -1.8552 -0.238
H -2.3822 0.5677 5.1972 -0.0643 -0.2301 0.1723 0.107
H -3.4594 -0.7171 3.7757 0.5076 -0.1299 -3.0811 0.171
H 1.2691 -0.3464 -1.8410 0.7753 0.0729 0.5046 0.084
H 1.6663 -5.9653 0.4596 0.2612 -1.0332 0.0288 0.081
H -0.5325 -5.6902 -0.9580 0.4737 -0.7556 0.4456 0.094
H 3.0405 -3.9316 0.8780 -0.0951 0.0278 -0.1565 0.108
H -0.7984 2.9522 -3.0406 -0.1781 -0.3565 0.3420 0.120
H 2.6636 3.3051 -0.6168 0.5298 0.0337 -0.4999 0.106
H -2.1380 2.2866 -1.0802 1.2821 0.3425 0.7528 0.138
H 1.5268 2.7034 1.3315 -0.6613 0.1090 -0.3787 0.134
H -1.4204 -3.6273 -1.3735 0.5129 0.0954 -0.2244 0.126
H 2.0237 -1.7891 0.2476 0.1600 -0.5105 -0.6315 0.110
H -2.1787 -0.3919 0.7496 1.0980 -0.1859 -0.1558 0.164
H 1.7929 2.0054 -3.9667 -0.4641 1.1636 1.1973 0.102
H 2.7195 3.4143 -3.4495 -0.2317 -0.2259 0.6538 0.070
H 1.1695 3.6668 -4.0529 -0.6832 0.2094 -0.2729 0.054
H -0.9963 2.9002 2.2713 -0.0400 0.2703 0.3702 0.127
H -2.1703 2.2752 1.0864 -0.8132 -0.0483 0.9240 0.111
H -0.1035 0.5491 2.5846 0.4058 0.4174 -0.2834 0.157
H -1.3169 -1.3198 -1.0583 0.3118 0.2054 -0.4961 0.151
```
Positions in Å, forces in eV/Å.

Output
Energy relative to the best compared isomer or geometry (same formula, charge and spin) ... 154.76 kJ/mol
Charge ... 0
Spin multiplicity ... 1
DFT total energy ... -1040.42543 hartree
SMILES string ... Cc1ccc(C[C@H](NC(=O)[C@@H](O)c2ccccc2)B(O)O)cc1

***

(2)
Here is a structure of composition C17H20Cl3NO5Os in a non-equilibrium geometry from the Open Molecules 2025 dataset. Energies are from the ωB97M-V functional and the def2-TZVPD basis.

XYZ file:
```
47
Properties=species:S:1:pos:R:3:forces:R:3:lowdin_spin:R:1
C -0.7152 -1.8953 -2.5944 0.7643 0.4160 -0.7584 0.284
C 0.6054 -2.2708 -2.3047 -0.3351 0.4348 -0.0281 0.008
C 1.4195 -1.1285 -2.2756 -0.6863 0.0322 -0.4834 0.289
C 1.0761 -3.6758 -2.1698 0.0548 -0.1708 0.3162 -0.011
C 0.5871 0.0663 -2.5499 -1.2308 -1.2703 -0.6567 0.043
C -0.7678 -0.4308 -2.7844 1.4624 -0.0527 0.4148 0.039
C -1.7984 0.2503 -3.6054 -0.4193 0.2183 -0.5202 0.004
C -1.7956 -2.8402 -2.9440 -0.4758 -0.3405 0.2693 0.047
C 2.8915 -1.1723 -2.1774 0.4821 0.0051 0.2855 0.048
C 1.1292 1.3170 -3.1474 0.2142 0.4691 -0.0380 0.005
Os -0.6660 0.3695 -0.7384 0.4659 -1.1492 2.3888 1.712
Cl 1.2184 -3.8113 1.2942 0.0868 -0.0380 -0.3022 0.000
Cl -2.5929 -0.8841 -0.4783 -0.1655 0.1571 -0.3968 0.122
Cl 1.4894 0.7855 0.0897 -0.2399 0.1169 -0.1431 0.090
H 0.3218 -4.2815 -1.6593 0.1807 0.0340 -0.0493 -0.001
H 1.9654 -3.7240 -1.5391 -0.1133 -0.0747 -0.0067 -0.001
H 1.2965 -4.1231 -3.1502 -0.0611 0.1122 0.0577 -0.004
H 3.1836 -1.7082 -1.2604 -0.0110 0.1954 -0.1820 0.013
H 3.3366 -0.1726 -2.1642 -0.0722 -0.2081 0.0715 0.000
H 3.3183 -1.7310 -3.0278 -0.1229 0.1082 0.1767 0.017
H 2.0702 1.5941 -2.6618 -0.2068 0.0645 -0.0271 0.000
H 0.4175 2.1391 -3.0286 0.1846 -0.0217 -0.0368 0.000
H 1.3313 1.1953 -4.2229 -0.0850 -0.1019 0.1915 0.001
H -1.7906 1.3312 -3.4413 -0.0387 -0.1996 -0.0593 0.000
H -2.8018 -0.1271 -3.3782 0.1663 0.1061 0.0344 0.001
H -1.6087 0.0697 -4.6729 -0.0234 -0.0199 0.0878 0.000
H -1.8036 -3.6587 -2.2106 -0.1475 0.1486 -0.1755 0.008
H -1.6426 -3.3000 -3.9364 0.0679 0.1845 0.2011 0.019
H -2.7761 -2.3517 -2.9345 0.2049 -0.1787 0.0103 0.002
O -1.3379 2.0007 -1.2378 -0.4755 1.1660 -0.6636 0.197
H -2.0530 2.3330 -0.6654 0.3465 -0.3547 0.1102 0.018
O -1.9767 -0.6818 2.4895 -0.0081 0.5418 -1.1991 0.045
C -1.3700 0.3504 2.2547 0.6131 -0.5055 3.4218 0.029
O -1.1747 0.9947 1.1267 -0.0158 -0.1120 -1.6046 0.053
C -0.7184 1.0770 3.4203 -0.0476 0.0927 -0.4140 0.097
C 0.1706 2.1432 3.1841 -0.1727 0.5635 0.4562 0.003
C 0.6603 2.9312 4.2223 0.0611 -0.5908 -0.5053 0.073
C 0.3195 2.5967 5.5478 0.2840 0.8601 0.9931 0.050
C -0.5457 1.5107 5.8180 -0.0827 -0.5888 -0.5085 0.065
C -1.0299 0.7412 4.7597 0.1074 0.6261 0.1143 -0.001
N 0.8191 3.3891 6.6198 -0.9783 -1.4256 -1.8627 0.229
O 1.5556 4.3657 6.3480 0.7286 0.9506 -0.0755 0.195
O 0.4783 3.0891 7.7878 -0.1928 -0.1327 1.2032 0.199
H 0.4465 2.3926 2.1625 -0.1035 -0.0990 0.1992 -0.001
H 1.3379 3.7614 4.0298 -0.2133 -0.2459 0.1591 0.009
H -0.7923 1.2785 6.8548 0.1237 0.1065 -0.3738 0.008
H -1.6882 -0.1044 4.9514 0.1255 0.1707 -0.0916 -0.001
```
Positions in Å, forces in eV/Å.

Output
Expectation value of S² ... 6.06
Charge ... -2
Spin multiplicity ... 5
DFT total energy ... -2561.92879 hartree

***

(3)
Here is a structure of composition C17H20ClN4O9SiYb in a non-equilibrium geometry from the Open Molecules 2025 dataset. Energies are from the ωB97M-V functional and the def2-TZVPD basis.

XYZ file:
```
53
Properties=species:S:1:pos:R:3:forces:R:3:lowdin_spin:R:1
Yb -0.2495 -0.7799 -1.1594 -0.0532 1.4518 0.6465 1.003
O 3.8499 1.8052 0.2147 -1.6185 0.6151 0.4898 0.000
C 2.7283 1.0355 0.1077 -1.2313 2.2629 0.3519 0.000
O 1.5798 1.4771 0.2228 2.6731 -1.6421 -0.3669 0.000
C 3.1720 -0.3617 -0.1045 1.5308 -1.0568 0.3745 0.000
C 4.5688 -0.6237 -0.3434 -1.6130 -1.1339 -0.8580 0.000
C 4.9217 -1.9859 -0.4818 -0.6013 0.9843 -0.4025 0.000
C 3.9317 -2.9566 -0.3272 0.2092 0.0241 1.0860 0.000
C 2.6118 -2.5832 -0.1078 -0.0419 0.1601 -0.7498 0.000
N 2.2570 -1.3136 0.0167 -0.5446 0.7056 -0.9414 0.000
C 1.4463 -3.5171 -0.3149 -1.1269 -1.3248 0.8310 0.000
O 1.6772 -4.8344 -0.0459 -0.0189 1.5540 -0.4356 0.000
O 0.3122 -3.1648 -0.6466 2.0270 0.1539 0.1157 -0.001
H 3.5285 2.7026 0.4696 0.3451 -0.5766 -0.4135 0.000
H 5.1921 0.2250 -0.6173 0.1194 -0.4586 0.3669 0.000
H 5.8763 -2.3462 -0.8679 0.0353 0.4838 0.5595 0.000
H 4.2608 -3.9801 -0.2039 -0.1182 -0.1855 -0.7008 0.000
H 2.6021 -4.9450 0.2375 -0.4361 -0.0782 -0.0565 0.000
C -0.5565 -2.7614 2.7287 -0.9416 0.3607 -1.0047 0.000
C -1.2802 -1.4519 2.4193 -2.0462 -0.5120 2.4706 0.000
C -2.2151 -0.9757 3.4030 1.7235 -1.0044 -0.4707 0.000
C -2.9441 0.1987 3.1673 0.1242 0.4387 -0.4974 0.000
C -2.7214 0.8631 1.9891 1.4264 0.0609 -0.9178 0.000
C -1.6837 0.3610 1.0430 -2.8980 0.6304 2.0135 0.000
N -1.1009 -0.8439 1.2640 1.0266 0.5089 -1.4243 -0.001
N -1.4482 0.9880 -0.0792 2.2979 -0.4532 -2.0492 0.000
Si -1.7470 2.6664 -0.4841 -0.2667 0.1229 0.0881 0.000
C -1.5689 3.6481 1.1985 -0.6873 0.7435 -0.0451 0.000
C -0.5112 3.4423 -1.7473 -0.1613 -1.9648 1.3051 0.000
C -3.4244 2.4372 -1.3737 0.0123 2.1747 1.6327 0.000
H 0.4743 -2.5489 2.9094 0.9504 0.0418 -0.0143 0.000
H -0.6561 -3.4844 1.8815 0.0489 0.5138 0.7288 0.000
H -0.9672 -3.1670 3.6470 -0.0522 -0.2724 -0.0676 0.000
H -2.2197 -1.5125 4.3637 -0.3218 0.3422 -0.5800 0.000
H -3.6634 0.6269 3.8757 0.3050 -0.4424 -0.1333 0.000
H -3.1686 1.8401 1.7205 0.0628 -1.0308 0.3848 0.000
H -0.9408 3.1006 1.9165 0.0820 0.0329 -0.4270 0.000
H -2.4860 3.8739 1.7898 0.2686 -0.3328 -0.6206 0.000
H -1.1374 4.6609 1.0460 0.0369 -0.6568 -0.1334 0.000
H -0.0793 2.5325 -2.1822 0.1108 0.1597 -0.4151 0.000
H 0.3197 3.9593 -1.2908 0.0931 0.3611 0.1372 0.000
H -0.9892 4.0020 -2.5188 -0.3280 0.4832 -0.4600 0.000
H -4.1225 2.1151 -0.5459 0.2615 0.6602 -0.9679 0.000
H -3.3866 1.6062 -2.0459 0.2216 -0.0235 -0.5534 0.000
H -3.6874 3.4335 -1.8654 -0.2471 -1.5022 0.5622 0.000
O 3.2152 1.8833 -3.1410 -0.1492 0.2170 0.2437 0.000
C 2.3581 1.0771 -2.9725 -1.3473 -2.3701 -0.1490 0.000
N 1.5542 0.1620 -2.8698 0.2548 1.1965 1.3740 -0.001
O -3.7676 -0.3070 -2.7115 0.7226 -1.8306 -0.1043 0.000
Cl -2.7392 -1.3179 -2.7002 -1.6305 -1.5738 0.1987 0.000
O -1.4964 -0.6631 -3.2022 0.2786 -0.8444 0.7736 -0.001
O -3.0650 -2.5590 -3.4257 0.6986 2.8727 1.0860 0.000
O -2.4142 -1.7385 -1.2552 0.5342 0.9533 -1.8604 0.000
```
Positions in Å, forces in eV/Å.

Output
Expectation value of S² ... 0.75
Energy relative to the best compared isomer or geometry (same formula, charge and spin) ... 86.81 kJ/mol
Charge ... 0
Spin multiplicity ... 2
DFT total energy ... -3464.28628 hartree

***

(4)
Here is a structure of composition C17H20F3O3Ru in a non-equilibrium geometry from the Open Molecules 2025 dataset. Energies are from the ωB97M-V functional and the def2-TZVPD basis.

XYZ file:
```
44
Properties=species:S:1:pos:R:3:forces:R:3:lowdin_spin:R:1
Ru 0.1676 0.8911 0.9683 -0.8040 -7.1874 -1.5265 2.673
C 1.8863 0.7755 2.3255 1.2463 0.6141 0.1394 0.130
C 2.2011 -0.1157 1.2427 0.8413 0.5445 0.0133 0.137
C 2.1998 0.6317 0.0199 1.0661 0.7875 0.3887 0.170
H 2.3582 -1.1835 1.3492 -0.2539 0.2511 0.0114 0.011
C 1.8269 1.9924 0.3282 2.6999 0.6612 -0.0923 0.097
C 1.6444 2.0851 1.7670 3.0731 0.6789 0.1641 0.093
H 1.4450 2.9862 2.3326 -0.0390 -0.1101 -0.1202 0.012
H 1.8044 0.5028 3.3732 -0.0429 -0.0290 -0.3157 0.011
H 2.3820 0.2370 -0.9766 -0.1398 0.1321 0.2327 0.024
H 1.7406 2.8103 -0.3796 0.0870 -0.1940 0.1100 0.019
C -1.9210 0.5149 1.7051 -1.1003 0.8215 0.0696 0.152
C -1.3276 1.7564 2.1383 -2.3169 0.7211 0.3828 0.077
C -1.0531 2.5466 0.9495 -2.4800 1.1483 0.2617 0.096
H -1.1594 2.0615 3.1640 -0.1363 -0.0839 -0.1451 0.008
C -1.4574 1.7722 -0.1990 -0.9882 0.6582 -0.1963 0.113
C -1.9746 0.5168 0.2750 -0.8301 0.5192 0.2503 0.152
H -2.2923 -0.3147 -0.3517 0.1382 0.2419 0.2198 0.017
H -2.2122 -0.2979 2.3632 0.1916 0.0834 -0.2031 0.016
H -0.6829 3.5646 0.9355 -0.0249 -0.1900 -0.0068 0.014
H -1.3677 2.0846 -1.2367 -0.0894 -0.1551 0.3016 0.014
O 0.2089 -2.4212 0.3279 0.4635 0.1227 -2.4848 0.022
C -0.2582 0.0742 -4.0038 0.3524 -1.0051 0.9102 0.064
C 0.3314 -1.1296 -3.8596 -0.0038 0.6631 -0.1812 0.170
C 0.5140 1.3594 -4.0025 0.0500 -0.1113 0.0016 0.187
C -1.7510 0.1702 -4.1337 -0.1315 0.1615 0.0449 0.138
C 0.4962 -2.5025 -0.8572 -0.5322 0.0986 1.4245 0.026
H 1.4153 -1.2344 -3.7722 -0.2714 0.1180 -0.0619 0.050
H -0.2611 -2.0421 -3.8253 0.0332 0.1401 -0.1155 0.041
H -0.1751 -3.0015 -1.5935 0.1674 0.0851 0.2416 0.008
H 1.4261 -2.0725 -1.3006 -0.2216 -0.1288 0.3082 0.007
H 0.3826 1.8973 -4.9509 -0.0087 0.0243 -0.0853 0.083
H 1.5785 1.1625 -3.8426 -0.0723 0.1100 -0.0831 0.040
H 0.1617 2.0422 -3.2145 0.0496 -0.1658 -0.1891 0.013
H -2.0695 0.0852 -5.1824 0.0475 0.1164 -0.0373 0.071
H -2.1024 1.1373 -3.7584 -0.0843 -0.1383 -0.0751 0.020
H -2.2425 -0.6279 -3.5651 0.0575 0.1294 -0.1447 0.014
F 0.5251 -2.9602 5.6583 -0.4947 0.2643 0.3197 0.000
C -0.4576 -2.5492 4.8053 0.5893 -0.4759 -2.5111 0.000
F -1.6082 -3.1425 5.1743 -0.0355 0.2112 0.6169 0.000
F -0.6033 -1.2017 4.9618 -0.1230 -0.4273 0.5453 0.000
C 0.0000 -2.9091 3.1980 -0.4405 0.8599 2.6376 0.001
O -0.6833 -3.7746 2.6737 0.2745 -0.1207 -0.3124 0.002
O 0.9643 -2.1773 2.9694 0.2367 -0.4449 -0.7087 0.008
```
Positions in Å, forces in eV/Å.

Output
Expectation value of S² ... 8.77
Energy relative to the best compared isomer or geometry (same formula, charge and spin) ... 0.00 kJ/mol
Charge ... -2
Spin multiplicity ... 6
DFT total energy ... -1279.67753 hartree

***

> Number 4 is which compound?

C17H20F3O3Ru